30
Properties=species:S:1:pos:R:3:lowdin_charge:R:1 method="wB97M-V/def2-TZVPD" smiles="CC(=O)OC[PH](I)(CCCCO)ON=O" lumo_ev=0.12 gap_ev=9.30 largest_force_ev_per_a=2.39 e_homo_ha=-0.338
I 0.011 -1.579 -1.928 0.448
P 0.552 0.413 -0.334 0.621
O 1.538 1.889 2.821 0.084
O -3.413 -2.215 -0.490 -0.103
O 0.913 1.705 0.793 -0.332
O 4.011 0.190 1.631 0.107
O 3.280 0.909 -0.358 -0.041
N 0.793 1.319 2.141 -0.094
C -0.969 1.274 -0.894 -0.360
C -2.528 -0.203 0.622 -0.195
C 3.608 -0.103 0.513 -0.495
C -3.712 -0.880 -0.096 -0.246
C 2.181 0.684 -1.207 -0.334
C -2.150 1.179 0.074 -0.228
C 3.540 -1.537 0.058 0.013
H 2.042 1.571 -1.812 0.114
H 3.336 -2.131 0.935 0.095
H -1.209 0.982 -1.901 0.034
H -4.533 -0.954 0.611 0.110
H 2.768 -1.754 -0.671 0.010
H 2.345 -0.137 -1.887 0.013
H -3.011 1.536 -0.483 0.108
H -0.689 2.323 -0.947 0.090
H -3.152 -2.700 0.290 0.077
H -1.708 -0.910 0.638 0.057
H -2.019 1.889 0.878 0.103
H -2.816 -0.055 1.657 0.108
H 0.517 -0.517 0.703 0.021
H 4.486 -1.835 -0.371 0.100
H -4.010 -0.352 -0.989 0.114